Entry 1:
Here is a 3-piece molecular cluster, C35H56F4N2O7 overall at a distorted geometry from the Open Molecules 2025 dataset. Energies are from ωB97M-V/def2-TZVPD.

Structure (XYZ):
```
104
Properties=species:S:1:pos:R:3:forces:R:3
O 2.70783 -1.83982 0.61456 -0.30 0.03 0.12
C 2.06188 -2.10878 -0.36021 0.40 0.20 0.07
O 1.46965 -1.21236 -1.17324 -0.36 -0.15 0.29
C 1.06487 0.12009 -0.79613 -0.07 0.34 -0.37
C 0.15179 0.24229 0.44163 -0.01 -0.10 0.08
O 0.59973 -0.17823 1.70134 0.01 0.04 -0.05
C 0.00576 -1.34650 2.24105 0.21 0.09 0.27
C -0.32837 -1.12402 3.71454 0.02 -0.50 -0.23
C -1.31592 -2.16368 4.23068 0.05 -0.02 0.04
F -0.67076 -3.07210 5.07527 -0.02 0.03 -0.02
C 0.17650 0.56921 -1.97419 0.02 -0.97 -0.29
C -0.49105 -0.59511 -2.70221 0.31 0.96 -0.50
C -1.89520 -0.43361 -3.10129 -0.36 -1.63 2.13
O -1.41891 -1.33208 -1.97618 -0.10 -0.03 -0.39
O 2.13787 1.01788 -0.81613 0.07 -0.11 0.22
C 3.00100 1.10135 0.29850 0.19 0.20 -0.01
C 4.41274 0.64893 -0.06584 0.24 -0.30 -0.03
F 5.00607 0.05673 0.98994 -0.04 0.18 -0.14
F 4.44691 -0.21963 -1.09121 -0.01 0.21 0.20
F 5.20130 1.69570 -0.40741 -0.13 -0.14 -0.08
C 1.88779 -3.49248 -0.88954 -0.02 0.11 0.04
C 2.57589 -3.87027 -2.02724 0.15 0.19 -0.25
C 2.46741 -5.15925 -2.50628 0.04 -0.26 -0.16
C 1.66920 -6.07856 -1.84821 0.00 -0.12 -0.11
C 0.96982 -5.69360 -0.72283 -0.13 -0.20 0.15
C 1.07865 -4.40608 -0.23830 -0.10 0.07 0.26
H -0.79316 -0.23577 0.17273 0.00 -0.17 0.02
H -0.04595 1.31434 0.50997 0.05 0.09 -0.02
H -0.89689 -1.61657 1.68713 -0.01 0.04 -0.15
H 0.73552 -2.15486 2.18272 -0.10 -0.24 -0.20
H 0.58384 -1.28127 4.28643 0.04 0.39 0.20
H -0.70174 -0.11429 3.86094 0.02 0.09 0.04
H -2.12266 -1.70948 4.80243 -0.03 0.00 0.07
H -1.74621 -2.75559 3.42143 -0.07 0.01 -0.04
H 0.81490 1.10032 -2.67591 -0.10 0.23 -0.01
H -0.62459 1.19807 -1.59528 0.14 0.37 -0.05
H 0.13584 -1.15610 -3.39686 0.02 -0.04 0.29
H -2.51214 0.27003 -2.56210 -0.06 0.67 -0.79
H -2.35995 -1.08724 -3.82236 0.06 0.42 -0.54
H 2.68324 0.52710 1.15885 -0.19 -0.17 -0.03
H 3.07806 2.15232 0.57491 -0.03 0.05 0.09
H 3.20435 -3.15473 -2.53801 0.04 0.08 -0.03
H 3.00310 -5.45468 -3.39611 0.09 0.01 -0.05
H 1.58754 -7.09474 -2.20410 0.02 -0.06 -0.10
H 0.34064 -6.40400 -0.20706 -0.05 -0.06 0.03
H 0.52882 -4.13576 0.65217 0.02 0.15 0.06
C 5.49373 7.42250 3.72409 -0.01 0.03 -0.14
C 4.49141 6.24642 3.61553 0.35 0.78 0.33
C 5.08794 4.96521 4.20497 0.05 -0.34 -0.05
C 6.16981 4.32713 3.33652 -0.08 0.12 -0.03
C 5.65775 4.11161 1.91421 0.01 -0.22 0.28
C 5.10659 5.38714 1.27790 0.61 0.46 -0.56
N 4.09641 6.01122 2.19045 -0.12 -1.24 0.38
O 2.95593 5.42756 2.09886 -0.20 0.33 -0.17
C 6.26141 6.35104 0.96298 -0.01 0.09 0.14
C 4.43783 5.06916 -0.05263 -0.19 -0.11 -0.03
C 3.25167 6.63160 4.41221 -0.22 -0.11 -0.01
H 5.18539 8.11076 4.50968 -0.01 -0.08 0.08
H 6.50510 7.09164 3.96112 0.01 -0.02 -0.06
H 5.53425 8.00277 2.80549 -0.04 0.01 0.00
H 4.28315 4.23712 4.34696 -0.06 0.05 -0.06
H 5.48219 5.19362 5.19782 -0.02 0.05 0.02
H 7.07285 4.94365 3.32929 -0.01 0.02 -0.01
H 6.45976 3.36784 3.76828 0.02 0.00 0.00
H 6.45615 3.71985 1.28109 -0.02 0.01 -0.06
H 4.87338 3.34858 1.93172 -0.07 0.08 -0.01
H 5.87862 7.30926 0.60936 -0.01 0.00 -0.02
H 6.87416 5.92116 0.17099 -0.04 -0.05 -0.02
H 6.91930 6.53585 1.80817 -0.02 0.00 0.01
H 3.66812 4.30836 0.04717 -0.03 0.05 0.04
H 5.19114 4.69686 -0.74644 0.04 0.00 0.01
H 3.98072 5.96137 -0.48223 0.00 0.02 0.02
H 2.76315 7.50531 3.97905 0.02 0.01 -0.01
H 3.55839 6.87436 5.42982 0.04 0.03 0.01
H 2.52769 5.82196 4.45970 0.00 0.01 -0.08
C -5.15377 -4.25027 -1.12496 0.04 -0.01 -0.14
C -5.91130 -2.91475 -1.33130 0.64 -0.58 0.42
C -7.37913 -3.04921 -0.91770 -0.31 0.08 -0.10
C -8.22559 -3.86127 -1.89469 0.11 0.01 -0.03
C -8.08580 -3.31104 -3.31234 -0.21 0.10 0.25
C -6.63148 -3.21512 -3.77471 0.32 -0.69 -0.50
N -5.82497 -2.46604 -2.75749 -1.21 0.49 0.26
O -5.98763 -1.19724 -2.87034 0.44 0.10 -0.14
C -6.06778 -4.62322 -4.01990 0.06 -0.01 0.13
C -6.55062 -2.47384 -5.10217 -0.06 0.22 -0.04
C -5.23412 -1.87213 -0.44973 -0.01 0.25 -0.03
H -4.50330 -4.18516 -0.25404 -0.08 0.04 0.07
H -5.82584 -5.09401 -0.96609 -0.02 0.00 -0.07
H -4.51070 -4.48314 -1.97007 0.03 0.04 0.01
H -7.81285 -2.04817 -0.83026 0.07 0.04 -0.05
H -7.41644 -3.49499 0.07882 0.05 0.00 0.02
H -7.94249 -4.91690 -1.86375 0.03 0.00 -0.01
H -9.27209 -3.81803 -1.58832 -0.01 -0.02 0.01
H -8.63365 -3.93794 -4.01929 0.02 -0.01 -0.04
H -8.54189 -2.31720 -3.35485 0.10 0.04 0.00
H -5.00141 -4.57838 -4.24448 0.00 0.01 -0.01
H -6.57382 -5.06187 -4.87975 -0.03 0.05 -0.03
H -6.21317 -5.30359 -3.18507 0.01 0.02 0.01
H -7.02564 -1.49729 -5.05305 0.05 0.01 0.05
H -7.06014 -3.06203 -5.86555 0.00 -0.05 0.00
H -5.51347 -2.33496 -5.40978 0.01 -0.01 0.02
H -4.20139 -1.70784 -0.76339 0.01 -0.03 0.00
H -5.23181 -2.23973 0.57689 0.01 -0.05 0.01
H -5.75670 -0.91866 -0.46778 0.01 0.00 -0.07
```
Forces are in eV/Å.

## Properties
**Total charge**: 0
**Multiplicity**: 3
**Gap between HOMO and LUMO (alpha / beta)**: 0.320 / 0.354 Ha

Entry 2:
Here is one molecule with the formula C6H8BrN at a distorted geometry from the Open Molecules 2025 dataset. Energies are from ωB97M-V/def2-TZVPD.

Structure (XYZ):
```
16
Properties=species:S:1:pos:R:3:forces:R:3
C -1.49880 -1.93907 -0.92134 0.32 1.01 -0.19
C 0.05102 0.03181 0.33651 0.10 -0.55 -1.05
C 1.33368 0.42287 0.16374 -1.94 1.60 0.54
C -0.27704 -1.28823 0.97406 -2.22 0.59 2.54
C -1.01444 0.62207 -0.44628 -1.62 -0.10 2.40
C 1.48790 1.89370 -0.26288 3.75 -2.72 -0.08
N -0.87737 -2.22275 0.07836 -0.13 -0.68 0.33
Br -2.83315 0.96500 0.43234 1.92 -0.32 -0.89
H -1.89715 -2.57914 -1.68563 -0.41 -0.35 -0.25
H 2.14791 -0.12866 0.61119 0.13 -0.06 -0.11
H 0.62515 -1.69699 1.30001 1.47 -0.80 0.81
H -0.98367 -1.17805 1.96262 1.57 -0.19 -2.44
H -1.05983 0.46241 -1.47324 -0.32 0.43 -1.64
H 1.21146 2.45616 0.56412 -0.69 1.45 1.17
H 1.01769 2.11507 -1.15906 -1.41 0.52 -1.42
H 2.56664 2.06378 -0.47452 -0.52 0.18 0.29
```
Forces are in eV/Å.

## Properties
**Total charge**: 0
**Relative energy (zero: lowest compared OMol25 entry of this formula, charge and spin)**: 4.197 eV
**Gap between HOMO and LUMO (alpha / beta)**: 0.273 / 0.300 Ha

Entry 3:
Here is C3H3F4NO3 as an isolated structure at a distorted geometry from the Open Molecules 2025 dataset. Energies are from ωB97M-V/def2-TZVPD.

Structure (XYZ):
```
14
Properties=species:S:1:pos:R:3:forces:R:3
C -0.00016 -0.16175 0.21681 -1.51 -0.84 0.48
C -0.34391 -1.13679 -0.87443 3.04 1.68 -2.92
C 0.20954 -2.54488 -0.64428 1.93 0.16 -0.60
N -1.76671 -0.97107 -1.34192 1.24 -2.29 2.64
O -2.48483 -1.56462 -0.54982 -0.30 0.26 -0.28
O -2.03014 -0.35011 -2.28083 -0.81 1.44 -2.17
O -0.57692 1.09498 -0.09589 0.75 -1.21 1.07
F 0.59056 -0.66136 -2.28474 -2.42 -1.10 3.86
F -0.36351 -3.20857 0.31790 -0.43 -0.01 1.01
F 1.57244 -2.39955 -0.29884 -2.10 -0.21 -0.59
F 0.11564 -3.26840 -1.73437 0.22 -0.18 -0.52
H 1.03439 -0.24002 0.48246 1.04 0.68 -0.70
H -0.38445 -0.63829 1.14061 -0.81 0.62 -0.30
H -0.09306 1.27695 -0.89262 0.16 1.01 -0.98
```
Forces are in eV/Å.

## Properties
**Total charge**: 0
**Relative energy (zero: lowest compared OMol25 entry of this formula, charge and spin)**: 1.567 eV
**Gap between HOMO and LUMO**: 0.420 Ha

Entry 4:
Here is C17H21N6O6SW as an isolated structure from the Open Molecules 2025 dataset. Energies are from ωB97M-V/def2-TZVPD.

Structure (XYZ):
```
52
Properties=species:S:1:pos:R:3:forces:R:3
W -0.88645 0.34882 -0.76451 -0.32 0.20 -0.71
N -0.60756 1.15898 -2.85948 0.27 0.05 0.04
C 0.70332 0.73402 -3.40715 -0.05 -0.01 0.02
C 0.82867 -0.74274 -3.07162 0.09 0.04 0.05
O 1.42720 -1.53130 -3.77166 0.01 0.01 0.02
N 0.15298 -1.02225 -1.92875 -0.17 -0.11 0.25
C -0.15775 -2.40983 -1.64352 -0.08 0.05 -0.03
C -1.57070 -2.47189 -1.07441 0.04 -0.13 0.09
O -2.12371 -3.50265 -0.81210 -0.08 0.05 -0.03
O -2.11141 -1.26519 -0.85516 -0.12 0.07 0.08
H -1.34720 0.76022 -3.43448 -0.02 0.06 0.01
H -0.70135 2.17069 -2.90963 0.01 0.00 0.02
H 1.48583 1.30992 -2.91249 0.01 0.00 -0.01
H 0.77006 0.88441 -4.48228 0.01 -0.02 0.00
H 0.52752 -2.85421 -0.91535 -0.02 -0.04 0.00
H -0.09543 -3.02042 -2.54426 0.00 0.02 -0.02
O -2.61251 -0.40678 2.87725 -0.07 -0.19 -0.10
C -1.83880 -0.31074 1.96037 0.07 0.26 0.11
O -1.88902 0.62483 1.03582 0.37 0.08 0.07
C -0.57089 -1.11328 1.85840 0.09 -0.01 0.01
C -0.21313 -2.02081 2.85641 -0.06 -0.03 -0.01
C 1.04311 -2.55291 2.82196 0.02 0.00 -0.01
C 1.95953 -2.12099 1.84041 -0.03 0.00 -0.02
C 3.29887 -2.57944 1.82142 0.02 0.00 0.00
C 4.17425 -2.11777 0.88491 -0.01 -0.01 0.01
C 3.74791 -1.16603 -0.06610 -0.01 0.01 -0.01
C 2.45990 -0.71113 -0.08354 0.02 -0.01 0.00
C 1.52755 -1.19246 0.86215 -0.04 -0.12 -0.06
N 0.22111 -0.76070 0.85518 0.21 0.21 0.06
H -0.94277 -2.26239 3.61543 0.01 0.01 0.01
H 1.36288 -3.27767 3.56025 0.00 0.00 0.00
H 3.60952 -3.29904 2.56799 0.00 0.00 0.00
H 5.19677 -2.46866 0.87059 0.00 -0.01 0.00
H 4.45248 -0.79439 -0.79824 0.00 0.00 0.00
H 2.14848 0.01683 -0.81470 0.00 0.03 0.02
C 2.07364 3.51834 0.48697 0.01 -0.01 0.00
C 0.84143 2.66949 0.49417 -0.05 0.15 0.06
N 0.09097 2.65695 1.58694 0.12 -0.11 0.00
O 0.53492 2.00934 -0.52836 -0.22 -0.27 0.10
H 2.75999 3.18212 1.26535 0.00 0.00 0.00
H 1.81779 4.55844 0.68898 0.00 0.00 0.00
H 2.56286 3.44432 -0.47872 0.00 0.01 0.00
H 0.39409 3.13863 2.41674 -0.03 0.06 -0.03
H -0.73299 2.06092 1.62774 -0.03 0.03 -0.02
N -4.50397 0.46045 -0.01170 -0.04 0.08 0.04
C -3.96758 1.65807 -0.12276 -0.11 -0.39 -0.17
N -4.34732 2.65065 0.66346 -0.01 0.05 -0.04
S -2.79595 1.95612 -1.37338 0.11 0.08 0.20
H -5.08280 0.21027 0.77638 0.02 0.01 0.02
H -4.09232 -0.29522 -0.54393 0.08 -0.13 0.00
H -5.03498 2.52633 1.38978 -0.02 0.01 -0.03
H -3.94702 3.56174 0.52324 0.01 0.00 0.03
```
Forces are in eV/Å.

## Properties
**Total charge**: +1
**Relative energy (zero: lowest compared OMol25 entry of this formula, charge and spin)**: 0.292 eV
**Multiplicity**: 3
**Gap between HOMO and LUMO (alpha / beta)**: 0.251 / 0.293 Ha

Entry 5:
Here is C5H9O3 as an isolated structure at a distorted geometry from the Open Molecules 2025 dataset. Energies are from ωB97M-V/def2-TZVPD.

Structure (XYZ):
```
17
Properties=species:S:1:pos:R:3:forces:R:3
O 1.59144 0.28551 2.07870 2.69 -0.70 -3.65
C 1.74878 1.14473 0.99799 -2.55 5.23 -0.67
O 2.77152 1.68086 0.60703 0.22 -1.14 0.95
C 0.42102 1.46858 0.30456 0.81 -1.14 0.16
C -0.15616 0.23947 -0.39754 0.90 -1.38 -0.51
C -0.43553 -1.01683 0.42549 -0.41 0.58 -1.34
C -0.77425 -2.16270 -0.19318 0.23 0.73 0.59
O -2.24129 0.31272 -2.28214 0.03 0.02 0.06
H -0.27475 1.78463 1.09744 0.18 0.63 -0.55
H 0.78366 2.13600 -0.48991 -1.05 0.51 0.54
H 0.59835 -0.06784 -1.16435 -0.37 0.22 0.38
H -1.03884 0.42782 -1.06715 -0.28 0.44 -0.18
H -0.44136 -0.84557 1.48119 0.31 -0.64 0.68
H 2.05419 -0.08739 1.10369 -0.41 -3.18 3.58
H -1.01979 -2.08425 -1.25641 0.43 -0.36 0.15
H -0.82455 -3.11106 0.34262 -0.44 0.24 -0.13
H -2.76244 -0.10467 -1.58802 -0.29 -0.08 -0.08
```
Forces are in eV/Å.

## Properties
**Total charge**: -1
**Relative energy (zero: lowest compared OMol25 entry of this formula, charge and spin)**: 5.436 eV
**Gap between HOMO and LUMO**: 0.219 Ha

no.,energy (a.u.)
1,-2402.71217
2,-2861.99604
3,-795.89398
4,-1905.69702
5,-421.50748